Here is C22H28N2O3 in the gas phase from the Open Molecules 2025 dataset. Energies are from ωB97M-V with the def2-TZVPD basis set.

## Properties
ΔE to the lowest compared entry with this formula, charge and spin (eV): 1.3624
Total charge: 0
SMILES: CCOC(=O)[C@@H](Cc1ccccc1)C(=O)Nc1ccc(N(CC)CC)cc1

Atoms and positions in Å:
O  1.196  2.350  2.048
O  -0.919  1.804  1.541
O  1.799  0.016  -1.069
N  -1.780  -5.518  -1.392
N  -0.392  -0.164  -0.437
C  2.498  6.067  1.171
C  0.776  0.486  -0.627
C  0.183  -2.392  -1.308
C  1.888  4.172  -0.187
C  0.670  1.983  -0.235
C  -3.185  -5.872  -1.313
C  -1.931  -1.990  -0.261
C  -0.833  -6.557  -1.036
C  2.619  4.725  0.856
C  0.316  3.863  3.733
C  1.042  4.997  -0.918
C  -0.690  -1.515  -0.672
C  -2.292  -3.305  -0.471
C  1.990  2.709  -0.510
C  0.918  6.339  -0.605
C  1.643  6.877  0.444
C  -0.185  -3.703  -1.522
C  0.861  2.475  3.431
C  -3.521  -7.104  -2.151
C  -0.870  -6.928  0.450
C  -1.426  -4.200  -1.108
C  0.219  2.051  1.207
H  2.231  2.569  -1.567
H  -0.627  4.013  3.212
H  -1.825  -7.373  0.720
H  3.286  4.096  1.427
H  0.170  -6.211  -1.283
H  2.781  2.242  0.076
H  1.021  4.622  3.404
H  0.480  4.588  -1.746
H  0.148  3.965  4.801
H  -0.084  -7.645  0.672
H  -2.617  -1.321  0.240
H  -3.255  -3.633  -0.113
H  -0.136  2.411  -0.840
H  -1.035  -7.440  -1.645
H  0.505  -4.347  -2.044
H  0.255  6.967  -1.183
H  0.125  1.708  3.692
H  -1.124  0.350  0.042
H  -0.714  -6.039  1.058
H  -3.087  -7.011  -3.143
H  1.796  2.292  3.965
H  -3.519  -6.038  -0.277
H  1.145  -2.040  -1.640
H  1.545  7.924  0.691
H  -3.746  -5.027  -1.720
H  -3.159  -8.019  -1.689
H  -4.600  -7.183  -2.251
H  3.073  6.483  1.986


Here is C22H28N2O4S in the gas phase from the Open Molecules 2025 dataset. Energies are from ωB97M-V with the def2-TZVPD basis set.

## Properties
ΔE to the lowest compared entry with this formula, charge and spin (eV): 0.7394
Total charge: 0
SMILES: Cc1ccc(C)c(S(=O)(=O)NCc2ccc(C(=O)N3C[C@@H](C)O[C@@H](C)C3)cc2)c1

Atoms and positions in Å:
S  2.042  0.704  0.107
O  -4.381  0.028  0.297
O  2.092  1.467  1.315
O  -2.732  -3.561  2.799
O  0.768  0.131  -0.261
N  3.227  -0.498  0.209
N  -2.884  -2.252  0.965
C  1.474  -2.845  1.117
C  -0.271  -1.469  2.761
C  3.742  3.342  -3.166
C  1.052  -1.077  2.680
C  0.151  -3.237  1.193
C  4.274  5.124  -1.478
C  -4.910  -0.919  1.207
C  3.732  3.778  -1.844
C  -2.351  -1.267  0.049
C  -4.330  -2.314  0.929
C  -2.969  0.104  0.362
C  -2.202  -2.836  1.977
C  -6.425  -0.905  1.067
C  -2.484  1.154  -0.624
C  1.925  -1.739  1.828
C  2.692  1.249  -2.555
C  2.160  -0.092  -2.951
C  3.275  -1.152  1.517
C  3.232  2.106  -3.511
C  3.196  2.930  -0.887
C  -0.737  -2.520  1.983
C  2.687  1.693  -1.240
H  4.284  5.256  -0.400
H  -0.956  -0.934  3.403
H  3.660  5.908  -1.918
H  4.064  -1.907  1.486
H  -6.703  -1.189  0.055
H  3.048  -1.173  -0.522
H  1.399  -0.224  3.242
H  3.249  1.791  -4.545
H  4.152  3.983  -3.933
H  -1.397  1.176  -0.612
H  -2.669  0.387  1.386
H  -0.204  -4.076  0.614
H  -2.874  2.131  -0.353
H  -1.267  -1.199  0.116
H  -2.634  -1.557  -0.971
H  1.775  -0.060  -3.967
H  -6.801  0.096  1.258
H  -4.657  -3.027  1.687
H  2.158  -3.385  0.475
H  -2.832  0.907  -1.624
H  3.154  3.211  0.153
H  5.287  5.244  -1.858
H  2.959  -0.834  -2.921
H  -4.649  -2.652  -0.063
H  -6.872  -1.599  1.772
H  3.536  -0.375  2.236
H  1.365  -0.398  -2.276
H  -4.623  -0.627  2.233


Here is a molecular structure, C22H28N3O2Pd at a distorted geometry from the Open Molecules 2025 dataset. Energies are from ωB97M-V with the def2-TZVPD basis set.

## Properties
Total charge: +1

Atoms and positions in Å:
Pd  0.088  -0.773  0.165
O  -0.183  1.328  0.631
O  0.012  -0.394  -2.024
N  -1.990  -0.839  0.332
N  -0.245  -0.985  2.527
N  2.198  -0.329  0.050
C  -0.705  3.297  -0.465
C  0.928  0.067  -2.759
C  -2.440  -2.244  2.256
C  0.641  0.265  -4.151
C  -1.624  4.109  -1.069
C  2.829  1.143  -4.552
C  3.151  0.964  -3.223
C  -2.268  1.386  -0.584
C  -2.865  3.581  -1.452
C  0.824  -2.856  -0.231
C  -3.152  2.246  -1.250
C  1.559  0.783  -5.018
C  -1.007  -2.213  2.804
C  2.254  0.422  -2.294
C  2.100  -0.035  2.528
C  1.119  -1.094  3.067
C  2.740  0.261  -0.950
C  -2.548  -2.104  0.729
C  -1.005  1.946  -0.113
C  2.924  -0.449  1.294
C  -2.656  0.025  -0.376
C  -0.947  0.162  3.101
H  3.552  1.551  -5.240
H  1.879  -2.963  -0.001
H  4.133  1.255  -2.877
H  -3.610  -0.278  -0.823
H  -0.455  -3.056  2.380
H  -2.003  -2.923  0.239
H  0.666  -2.918  -1.306
H  -1.878  0.329  2.564
H  3.748  0.672  -0.809
H  0.254  3.666  -0.136
H  -1.174  -0.006  4.159
H  1.306  0.906  -6.060
H  -3.052  -1.469  2.717
H  2.816  0.186  3.323
H  1.496  -2.097  2.839
H  -1.393  5.147  -1.254
H  -1.074  -2.355  3.894
H  -3.599  4.216  -1.924
H  1.565  0.887  2.292
H  -2.875  -3.202  2.545
H  3.839  0.164  1.255
H  3.227  -1.498  1.408
H  -3.609  -2.173  0.445
H  -0.345  -0.025  -4.480
H  -0.351  1.065  3.010
H  1.066  -0.991  4.160
H  0.239  -3.607  0.294
H  -4.101  1.846  -1.586


Here is C22H28N4O in the gas phase from the Open Molecules 2025 dataset. Energies are from ωB97M-V with the def2-TZVPD basis set.

## Properties
ΔE to the lowest compared entry with this formula, charge and spin (eV): 2.3339
Total charge: 0
SMILES: CCN(CC)c1ccc(/C=N/NC(=O)CN2CCCc3ccccc32)cc1

Atoms and positions in Å:
O  -2.275  -0.691  -0.722
N  6.115  -0.082  -0.402
N  -4.852  -1.131  0.227
N  -1.352  -1.348  1.265
N  -0.007  -1.169  1.127
C  0.512  -0.615  0.099
C  -6.476  0.571  -0.272
C  -2.378  -1.149  0.393
C  2.511  0.139  -1.120
C  3.873  0.283  -1.246
C  -5.197  2.333  1.441
C  -5.214  -1.932  -0.928
C  4.173  -0.795  0.872
C  -6.012  -1.139  -1.952
C  1.943  -0.472  -0.001
C  -6.362  2.723  0.808
C  7.022  -0.682  0.548
C  2.812  -0.933  0.992
C  4.755  -0.187  -0.256
C  -7.123  -0.381  -1.235
C  -4.666  1.075  1.230
C  7.328  0.203  1.759
C  -3.728  -1.615  0.975
C  -5.302  0.161  0.384
C  6.472  2.283  -1.088
C  6.691  0.800  -1.395
C  -6.983  1.838  -0.057
H  7.957  -0.908  0.025
H  7.878  1.090  1.456
H  -3.744  -2.711  0.946
H  4.790  -1.158  1.677
H  6.949  2.556  -0.151
H  -4.683  3.017  2.102
H  6.604  -1.635  0.880
H  2.389  -1.399  1.868
H  -3.818  -1.306  2.021
H  7.764  0.598  -1.437
H  -4.300  -2.310  -1.399
H  -5.805  -2.795  -0.584
H  4.251  0.755  -2.137
H  6.408  0.517  2.244
H  -0.071  -0.238  -0.738
H  -7.748  0.163  -1.944
H  6.896  2.891  -1.883
H  5.411  2.504  -1.006
H  6.279  0.563  -2.381
H  -3.737  0.821  1.715
H  -1.565  -1.770  2.161
H  1.867  0.507  -1.907
H  -5.353  -0.423  -2.447
H  -7.885  2.134  -0.576
H  -6.775  3.707  0.974
H  -7.762  -1.091  -0.698
H  7.933  -0.346  2.477
H  -6.413  -1.820  -2.704


Result set for E_tot: -1190.3946 -1663.7990 -1297.4342 -1149.3749 Ha, one per record in the order listed.